Entry from the Open Molecules 2025 dataset: a cluster of 2 separate species, C15H20NO5 in total (ωB97M-V/def2-TZVPD).

Element x y z (Å)
1 C 0.61944 -0.73701 0.17069
2 C 0.77581 0.57046 -0.57047
3 O 0.58799 1.67165 0.38381
4 N -0.06461 2.74110 -0.09840
5 C -0.00505 3.24568 -1.27518
6 C -0.88406 4.44428 -1.34863
7 C -0.91887 4.86460 0.14318
8 C -0.94900 3.49386 0.83199
9 C -2.36861 2.87460 0.97538
10 C -2.58268 1.51082 0.32423
11 O -3.47477 1.69093 -0.79356
12 C -3.69601 0.56536 -1.49739
13 O -2.93794 -0.36689 -1.52256
14 H 0.69482 -1.53190 -0.57333
15 H 1.38925 -0.86539 0.92857
16 H -0.37948 -0.79618 0.60731
17 H 1.78488 0.66164 -0.97892
18 H 0.03523 0.64743 -1.37010
19 H 0.60507 2.82640 -2.06613
20 H -1.87439 4.09489 -1.67359
21 H -0.54145 5.21161 -2.04009
22 H -1.75304 5.50568 0.41750
23 H 0.05066 5.31743 0.35920
24 H -0.47447 3.46729 1.81293
25 H -3.07989 3.57020 0.52193
26 H -2.61099 2.83856 2.03674
27 H -1.66233 1.05845 -0.02822
28 H -3.05252 0.81615 1.02285
29 H -4.64373 0.58787 -2.04134
30 C 1.67119 -4.96785 -0.46362
31 C 1.62562 -6.00505 0.36790
32 C 2.56954 -6.11805 1.51111
33 O 2.52817 -7.05873 2.26912
34 C 3.56580 -5.02830 1.68719
35 C 3.60903 -3.99236 0.85402
36 C 2.66330 -3.88088 -0.28254
37 O 2.69810 -2.92925 -1.03855
38 H 0.99681 -4.86545 -1.30454
39 H 0.91135 -6.81086 0.25760
40 H 4.24428 -5.13345 2.52408
41 H 4.32753 -3.18934 0.95982

Summary:
Strongest force on any atom ... 0.0165 hartree/bohr
Frontier orbital gap ... 8.20 eV
Net charge ... +1
HOMO level ... -12.15 eV

***

Entry from the Open Molecules 2025 dataset: the molecule C15H20O4S (ωB97M-V/def2-TZVPD).

Element x y z (Å)
1 C -3.54685 0.00511 0.96691
2 C -3.54621 -0.31524 -0.53016
3 C -2.19919 -0.82112 -1.08711
4 C -1.54387 -1.93826 -0.25459
5 C -0.04203 -2.03632 -0.36088
6 C 0.83554 -1.09207 -0.10276
7 C 0.44723 0.28419 0.35906
8 C 0.70458 1.28796 -0.80318
9 C -0.08523 2.60917 -0.65039
10 O 0.84708 3.72701 -0.57290
11 C 1.08613 4.03108 0.76307
12 C 2.33367 3.44677 1.37433
13 O 0.33115 4.69480 1.34443
14 C 2.30908 -1.31628 -0.22106
15 O 3.07858 -0.43066 -0.32775
16 C 2.77429 -2.75219 -0.15064
17 S 4.46415 -3.07033 0.26761
18 C 1.91196 -3.68145 -0.42191
19 C 0.49573 -3.37653 -0.77200
20 O -0.16102 -4.18625 -1.31577
21 H -2.65659 0.53749 1.29359
22 H -4.45970 0.49301 1.29517
23 H -3.51863 -0.94365 1.50936
24 H -3.86995 0.57930 -1.06436
25 H -4.28851 -1.08010 -0.76209
26 H -2.43305 -1.26138 -2.05732
27 H -1.54640 0.02036 -1.29965
28 H -1.92871 -2.87930 -0.64476
29 H -1.80102 -1.92375 0.80522
30 H 1.08483 0.60385 1.18587
31 H -0.58962 0.31904 0.66662
32 H 1.75773 1.50197 -0.93128
33 H 0.36544 0.80156 -1.72031
34 H -0.75612 2.60734 0.20664
35 H -0.63408 2.78961 -1.56886
36 H 2.65061 2.56917 0.81591
37 H 3.15537 4.15777 1.32826
38 H 2.09238 3.15903 2.39118
39 H 4.63970 -2.40945 1.43413
40 H 2.24155 -4.71127 -0.38763

Summary:
Strongest force on any atom ... 0.0654 hartree/bohr
Frontier orbital gap ... 8.46 eV
Net charge ... 0
SMILES string ... CCCCC1=C(CCCOC(C)=O)C(=O)C(S)=CC1=O
HOMO level ... -9.57 eV